(P)
A single C3H4N4 molecule. Source: the OMol25 dataset; level of theory: wB97M-V/def2-TZVPD.

Last column: Mulliken charge in e.
Geometry (Å):
N -1.705 0.342 -1.003  -0.466
C -0.483 0.126 -0.414  0.656
C -0.333 -0.047 0.985  -0.092
N 0.853 -0.240 1.514  -0.543
C 1.874 -0.225 0.637  -0.015
N 1.785 -0.016 -0.664  -0.406
N 0.586 0.154 -1.208  -0.339
H -2.535 -0.041 -0.574  0.219
H -1.701 0.339 -2.016  0.268
H -1.193 -0.008 1.652  0.336
H 2.871 -0.403 1.026  0.382

Properties
LUMO level	0.17	eV
HOMO-LUMO gap	0.3480	Eh
charge	0

=====

(Q)
A single C3H4N4 molecule. Source: the OMol25 dataset; level of theory: wB97M-V/def2-TZVPD.

Last column: Mulliken charge in e.
Geometry (Å):
H -2.763 0.232 0.361  0.211
N -2.235 -0.680 0.118  -0.674
C -1.004 -0.470 -0.106  0.642
C -0.455 0.726 -0.198  -0.055
C 0.832 0.818 -0.169  -0.406
N 1.687 -0.355 0.083  0.081
N 1.121 -1.554 -0.012  -0.320
N -0.106 -1.727 -0.280  -0.181
H -1.392 1.402 -0.228  0.173
H 1.534 1.771 0.077  0.232
H 2.780 -0.164 0.355  0.298

Properties
LUMO level	0.32	eV
HOMO-LUMO gap	0.3432	Eh
charge	0

=====

(R)
A single C3H4N4 molecule. Source: the OMol25 dataset; level of theory: wB97M-V/def2-TZVPD.

Last column: Mulliken charge in e.
Geometry (Å):
N -2.234 -0.203 0.009  -0.392
C -0.885 -0.202 -0.011  0.638
N -0.178 0.959 -0.061  -0.537
C 1.238 0.928 -0.013  -0.036
C 1.876 -0.298 0.003  -0.106
N 1.181 -1.420 -0.009  -0.336
N -0.129 -1.317 -0.160  -0.370
H -2.629 0.811 0.085  0.277
H -2.858 -0.991 0.125  0.238
H 1.705 1.961 -0.338  0.295
H 2.913 -0.226 0.369  0.328

Properties
LUMO level	0.07	eV
HOMO-LUMO gap	0.3230	Eh
charge	0

=====

(S)
A single C3H4N4 molecule. Source: the OMol25 dataset; level of theory: wB97M-V/def2-TZVPD.

Last column: Mulliken charge in e.
Geometry (Å):
N 2.174 -0.307 -0.748  -0.360
C 0.860 0.060 -0.757  0.083
C -0.756 0.160 2.497  -0.044
N -1.609 0.276 1.684  -0.106
C -2.103 0.109 0.397  0.051
N -1.356 -0.268 -0.562  -0.341
N -0.072 -0.660 -0.260  -0.430
H 2.854 0.279 -1.201  0.215
H 2.519 -0.957 -0.060  0.238
H 0.650 1.023 -1.227  0.326
H -3.162 0.284 0.236  0.368

Properties
LUMO level	0.62	eV
HOMO-LUMO gap	0.3556	Eh
charge	0

=====

Most stable to least stable, the ends of the list are (P) and (Q).

=====

(P)
A single C3H4N4 molecule. Source: the OMol25 dataset; level of theory: wB97M-V/def2-TZVPD.

Last column: Mulliken charge in e.
Geometry (Å):
N 1.695 -0.062 -0.096  -0.522
C 0.352 0.004 -0.008  0.871
C -0.405 1.170 -0.007  -0.208
N -1.715 1.140 -0.035  -0.225
N -2.388 -0.001 -0.003  -0.468
N -1.768 -1.152 -0.022  -0.229
C -0.414 -1.151 -0.079  -0.391
H 2.164 0.841 -0.018  0.231
H 2.265 -0.809 0.451  0.268
H 0.179 2.133 -0.101  0.260
H 0.035 -2.114 -0.080  0.412

Properties
LUMO level	0.49	eV
HOMO-LUMO gap	0.3704	Eh
charge	0

=====

(Q)
A single C3H4N4 molecule. Source: the OMol25 dataset; level of theory: wB97M-V/def2-TZVPD.

Last column: Mulliken charge in e.
Geometry (Å):
N 2.659 -0.121 0.089  -0.164
C 1.458 -0.534 -0.261  -0.792
C 0.402 0.365 0.260  0.081
N -0.775 -0.010 -0.057  -0.121
C -2.076 0.244 0.027  -0.073
N -2.751 -0.710 -0.632  0.496
N -3.198 -1.565 -1.211  -0.451
H 2.873 0.708 0.649  0.205
H 3.461 -0.657 -0.211  0.248
H 0.641 1.269 0.864  0.214
H -2.695 1.011 0.484  0.358

Properties
LUMO level	0.28	eV
HOMO-LUMO gap	0.3054	Eh
charge	0

=====

Most stable to least stable, the ends of the list are (P) and (Q).

=====

(P)
A single C3H4N4 molecule. Source: the OMol25 dataset; level of theory: wB97M-V/def2-TZVPD.

Last column: Mulliken charge in e.
Geometry (Å):
N -0.806 -0.592 -1.630  -0.455
C -0.199 -0.052 -0.527  0.377
C 0.952 -0.502 0.259  0.083
N 0.818 -0.291 1.651  -0.488
C 0.032 0.717 1.678  0.067
N -0.356 1.205 0.396  -0.352
N 0.805 0.898 -0.505  -0.507
H -1.464 -1.335 -1.453  0.231
H -1.067 0.055 -2.360  0.266
H 1.642 -1.263 -0.095  0.395
H -0.358 1.160 2.586  0.383

Properties
LUMO level	0.90	eV
HOMO-LUMO gap	0.3838	Eh
charge	0

=====

(Q)
A single C3H4N4 molecule. Source: the OMol25 dataset; level of theory: wB97M-V/def2-TZVPD.

Last column: Mulliken charge in e.
Geometry (Å):
N 2.132 -0.231 -0.349  -0.228
C 0.821 -0.320 -0.360  -0.548
C 0.229 0.682 0.526  0.213
N -1.034 0.841 0.779  -0.443
C -2.075 0.135 0.294  -0.059
N -1.877 -0.854 -0.572  0.390
N -1.333 -1.583 -1.250  -0.366
H 2.660 0.445 0.212  0.187
H 2.688 -0.858 -0.914  0.256
H 0.883 1.398 1.051  0.256
H -3.094 0.345 0.582  0.342

Properties
LUMO level	0.07	eV
HOMO-LUMO gap	0.3006	Eh
charge	0

=====

Most stable to least stable, the ends of the list are (P) and (Q).

=====

(P)
A single C3H4N4 molecule. Source: the OMol25 dataset; level of theory: wB97M-V/def2-TZVPD.

Last column: Mulliken charge in e.
Geometry (Å):
N 0.372 -0.530 -1.906  -0.497
C 0.231 -0.118 -0.600  0.636
C -1.041 0.086 -0.020  -0.087
N -1.152 0.435 1.239  -0.543
C 0.014 0.612 1.887  -0.009
N 1.221 0.514 1.361  -0.405
N 1.336 0.135 0.092  -0.334
H -0.317 -1.187 -2.241  0.229
H 1.321 -0.775 -2.150  0.279
H -1.953 -0.034 -0.604  0.348
H -0.034 0.864 2.941  0.382

Properties
LUMO level	0.15	eV
HOMO-LUMO gap	0.3500	Eh
charge	0

=====

(Q)
A single C3H4N4 molecule. Source: the OMol25 dataset; level of theory: wB97M-V/def2-TZVPD.

Last column: Mulliken charge in e.
Geometry (Å):
H -1.706 1.238 0.615  0.262
N -2.360 0.446 0.227  -0.557
C -1.486 -0.466 -0.117  -0.023
N -0.168 -0.717 -0.115  -0.278
C 0.925 0.229 0.028  0.440
C 2.350 -0.087 0.110  0.156
N 3.600 -0.188 0.080  -0.408
N 0.847 1.451 -0.165  -0.474
H -0.139 1.281 -0.507  0.213
H -2.026 -1.382 -0.427  0.336
H 0.163 -1.806 0.271  0.333

Properties
LUMO level	-0.41	eV
HOMO-LUMO gap	0.3695	Eh
charge	0

=====

(R)
A single C3H4N4 molecule. Source: the OMol25 dataset; level of theory: wB97M-V/def2-TZVPD.

Last column: Mulliken charge in e.
Geometry (Å):
N 2.430 -0.308 0.005  -0.179
C 1.158 -0.547 -0.258  -0.543
C 0.381 0.546 0.371  0.208
N -0.874 0.783 0.414  -0.391
C -2.056 0.295 0.009  -0.074
N -2.320 -0.802 -0.684  0.467
N -2.656 -1.714 -1.261  -0.459
H 2.764 0.500 0.547  0.191
H 3.164 -0.920 -0.326  0.244
H 0.958 1.320 0.911  0.211
H -2.950 0.848 0.272  0.323

Properties
LUMO level	-0.11	eV
HOMO-LUMO gap	0.2993	Eh
charge	0

=====

Most stable to least stable, the ends of the list are (P) and (R).

=====

(P)
2 unconnected molecules or ions with the total composition C3H4BrNO. Source: the OMol25 dataset; level of theory: wB97M-V/def2-TZVPD.

Last column: Mulliken charge in e.
Geometry (Å):
C 0.482 -1.207 -0.771  -0.336
C 1.284 0.127 1.065  -0.411
C -1.311 0.870 -0.637  0.112
N 1.063 -0.693 0.168  -0.003
O -0.490 1.489 -0.108  -0.349
Br -2.634 -0.227 0.361  -0.187
H 0.557 -2.174 -1.203  0.239
H 0.984 -0.207 1.999  0.320
H 1.778 1.089 0.861  0.282
H -1.715 0.934 -1.734  0.334

Properties
LUMO level	0.76	eV
HOMO-LUMO gap	0.3244	Eh
charge	0

=====

(Q)
2 unconnected molecules or ions with the total composition C3H4BrNO. Source: the OMol25 dataset; level of theory: wB97M-V/def2-TZVPD.

Last column: Mulliken charge in e.
Geometry (Å):
C -3.679 0.735 0.059  -0.585
C -2.701 -0.187 0.168  -0.011
Br -1.681 -0.773 -1.351  -0.210
H -3.937 1.194 -0.876  0.237
H -4.308 1.012 0.852  0.265
H -2.237 -0.693 1.037  0.288
N 1.031 -2.035 -0.331  -0.442
C 1.557 -0.973 -0.277  0.600
O 2.277 -0.046 -0.256  -0.437
H 0.031 -2.368 -0.142  0.295

Properties
LUMO level	0.71	eV
HOMO-LUMO gap	0.3917	Eh
charge	0

=====

(R)
A single C3H4BrNO molecule. Source: the OMol25 dataset; level of theory: wB97M-V/def2-TZVPD.

Last column: Mulliken charge in e.
Geometry (Å):
C -0.426 -1.307 0.099  0.114
C -1.157 -0.189 0.028  -0.331
C 0.469 1.077 0.255  -0.544
N 1.396 0.142 -0.137  -0.207
O 0.937 -1.179 0.006  -0.282
Br -2.901 0.398 -0.056  -0.123
H -0.526 -2.393 0.161  0.418
H 0.345 1.876 -0.444  0.311
H 0.271 1.220 1.264  0.352
H 1.592 0.356 -1.177  0.290

Properties
LUMO level	0.80	eV
HOMO-LUMO gap	0.3397	Eh
charge	0

=====

Most stable to least stable, the ends of the list are (Q) and (R).

=====

(P)
2 unconnected molecules or ions with the total composition CH5NO3. Source: the OMol25 dataset; level of theory: wB97M-V/def2-TZVPD.

Last column: Mulliken charge in e.
Geometry (Å):
N -0.375 0.509 -0.260  -0.361
C 0.353 1.674 -0.148  0.656
O 0.274 2.634 -0.866  -0.532
O 0.966 1.805 1.056  -0.481
H -0.387 -0.071 0.555  0.199
H -0.567 0.032 -1.120  0.224
H 1.133 1.013 1.564  0.307
O -0.193 -2.245 -0.338  -0.649
H -1.150 -2.242 -0.514  0.330
H -0.055 -3.108 0.069  0.308

Properties
LUMO level	0.21	eV
HOMO-LUMO gap	0.3824	Eh
charge	0

=====

(Q)
A single CH5NO3 molecule. Source: the OMol25 dataset; level of theory: wB97M-V/def2-TZVPD.

Last column: Mulliken charge in e.
Geometry (Å):
N 1.367 0.012 0.462  -0.505
O 0.583 0.250 -0.715  -0.296
C -0.859 -0.012 -0.584  0.274
O -1.138 -1.173 0.085  -0.472
O -1.312 1.119 0.022  -0.466
H 1.717 -0.943 0.403  0.250
H 2.177 0.618 0.329  0.255
H -1.232 -0.085 -1.608  0.232
H -0.793 -1.106 0.987  0.313
H -0.510 1.321 0.619  0.416

Properties
LUMO level	0.71	eV
HOMO-LUMO gap	0.3870	Eh
charge	0

=====

Most stable to least stable, the ends of the list are (P) and (Q).